[1]
Below is a cluster of 10 separate species, C54H124N4O10 in total in a non-equilibrium geometry, with properties calculated with ωB97M-V with the def2-TZVPD basis set.

Each line ends with the Mulliken charge.
Cartesian coordinates (Å):
1 C -3.264 -4.312 4.253  -1.127
2 C -2.793 -5.752 4.345  0.461
3 C -2.453 -6.093 5.832  -1.235
4 O -3.687 -6.612 3.659  -0.572
5 H -2.464 -3.726 4.717  0.353
6 H -4.213 -4.222 4.789  0.507
7 H -3.392 -3.897 3.253  0.063
8 H -1.876 -5.853 3.755  0.267
9 H -2.975 -5.340 6.422  0.302
10 H -1.373 -6.001 5.929  0.275
11 H -2.791 -7.092 6.099  0.388
12 H -4.573 -6.440 4.003  0.337
13 C -2.398 2.692 6.469  -1.437
14 C -3.126 3.700 5.563  0.312
15 C -2.764 3.491 4.104  0.022
16 O -4.516 3.375 5.639  -0.495
17 H -1.328 2.723 6.240  0.307
18 H -2.831 1.709 6.303  0.360
19 H -2.392 2.966 7.527  0.439
20 H -2.897 4.717 5.896  0.301
21 H -1.814 3.867 3.718  0.550
22 H -3.551 3.875 3.453  -0.169
23 H -2.672 2.433 3.848  -0.331
24 H -4.725 3.238 6.568  0.280
25 C -6.792 1.431 3.610  -1.331
26 C -6.668 2.630 2.641  0.443
27 C -5.769 2.360 1.466  -0.989
28 O -8.011 2.887 2.121  -0.572
29 H -7.360 0.631 3.136  0.417
30 H -7.334 1.678 4.522  0.332
31 H -5.779 1.118 3.870  0.173
32 H -6.384 3.586 3.091  0.383
33 H -4.719 2.257 1.739  0.121
34 H -5.861 3.128 0.697  0.323
35 H -6.133 1.455 0.967  0.324
36 H -8.197 3.739 2.520  0.384
37 C 2.833 -0.670 4.038  -1.149
38 C 1.451 -0.555 4.703  0.992
39 C 0.736 -1.914 4.691  -0.732
40 O 1.595 -0.198 6.093  -0.614
41 H 3.524 -1.229 4.675  0.587
42 H 3.319 0.276 3.791  0.425
43 H 2.742 -1.242 3.115  -0.337
44 H 0.915 0.298 4.283  0.014
45 H 1.319 -2.826 4.834  0.298
46 H 0.067 -2.026 3.839  -0.239
47 H 0.175 -1.934 5.631  0.477
48 H 2.499 0.117 6.190  0.345
49 C -6.531 -3.593 2.032  -0.794
50 C -7.927 -4.038 1.727  0.225
51 C -7.884 -5.090 0.582  -1.277
52 O -8.491 -4.738 2.840  -0.561
53 H -5.836 -4.412 2.192  0.192
54 H -6.535 -2.856 2.840  0.359
55 H -6.224 -2.971 1.186  0.229
56 H -8.638 -3.298 1.349  0.292
57 H -7.101 -5.811 0.821  0.295
58 H -7.576 -4.621 -0.354  0.353
59 H -8.860 -5.569 0.579  0.360
60 H -9.444 -4.793 2.737  0.337
61 C -3.957 6.234 1.261  -1.100
62 C -2.468 6.272 0.892  0.969
63 C -1.877 4.965 0.461  -0.909
64 O -2.288 7.257 -0.153  -0.619
65 H -4.447 7.180 1.054  0.431
66 H -4.128 5.992 2.317  0.227
67 H -4.430 5.332 0.860  0.149
68 H -1.885 6.750 1.687  0.171
69 H -0.784 4.974 0.422  0.102
70 H -2.274 4.539 -0.464  0.458
71 H -2.038 4.144 1.171  -0.174
72 H -1.807 6.811 -0.858  0.297
73 C 6.242 -5.075 3.708  -2.014
74 C 5.824 -4.303 2.443  1.524
75 C 6.664 -4.909 1.285  -1.264
76 C 6.106 -4.598 -0.118  -0.689
77 C 4.666 -5.109 -0.102  -1.542
78 C 3.730 -4.499 0.939  2.043
79 N 4.391 -4.615 2.228  0.173
80 O 3.589 -4.137 3.291  -0.189
81 C 3.386 -3.040 0.618  -0.895
82 C 2.436 -5.340 0.962  -2.185
83 C 6.012 -2.785 2.624  -1.233
84 H 5.808 -4.587 4.583  0.400
85 H 7.310 -5.189 3.889  0.359
86 H 5.815 -6.077 3.640  0.477
87 H 7.628 -4.400 1.389  0.462
88 H 6.882 -5.962 1.450  0.376
89 H 6.737 -5.075 -0.872  0.407
90 H 6.145 -3.560 -0.459  0.357
91 H 4.673 -6.201 -0.070  0.381
92 H 4.263 -4.894 -1.100  0.496
93 H 2.880 -2.456 1.381  -0.582
94 H 4.283 -2.544 0.243  0.387
95 H 2.714 -3.070 -0.247  0.439
96 H 2.304 -5.780 -0.027  0.438
97 H 2.705 -6.236 1.532  0.532
98 H 1.616 -4.815 1.441  0.347
99 H 5.699 -2.257 1.728  0.304
100 H 6.974 -2.447 3.024  0.457
101 H 5.428 -2.382 3.460  0.046
102 H 3.436 -4.934 3.811  0.295
103 C 0.684 -2.012 -6.149  -1.688
104 C 1.141 -0.551 -6.290  2.102
105 C 2.217 -0.239 -5.229  0.210
106 C 3.564 -0.885 -5.506  -1.035
107 C 4.013 -0.401 -6.888  -1.302
108 C 2.991 -0.674 -8.003  1.572
109 N 1.693 -0.137 -7.612  0.380
110 O 0.731 -0.294 -8.637  -0.521
111 C 3.460 0.240 -9.172  -1.881
112 C 3.091 -2.163 -8.436  -1.805
113 C -0.014 0.405 -5.930  -2.184
114 H 0.887 -2.349 -5.132  0.285
115 H 1.143 -2.676 -6.878  0.298
116 H -0.396 -2.078 -6.288  0.403
117 H 2.320 0.838 -5.075  -0.464
118 H 1.928 -0.621 -4.243  0.015
119 H 3.484 -1.975 -5.542  0.292
120 H 4.341 -0.608 -4.794  0.464
121 H 4.908 -1.010 -7.053  0.412
122 H 4.266 0.656 -6.797  0.376
123 H 3.701 1.289 -8.969  0.350
124 H 4.453 -0.058 -9.528  0.470
125 H 2.793 0.280 -10.034  0.389
126 H 3.531 -2.747 -7.630  0.363
127 H 2.206 -2.555 -8.930  0.418
128 H 3.882 -2.153 -9.191  0.445
129 H -0.789 0.394 -6.705  0.538
130 H 0.263 1.461 -5.966  0.482
131 H -0.489 0.139 -4.988  0.362
132 H 0.413 0.612 -8.723  0.364
133 C 1.768 5.232 -5.140  -2.118
134 C 2.211 4.704 -3.757  1.785
135 C 3.612 4.100 -4.046  -1.260
136 C 4.426 3.864 -2.778  -0.604
137 C 4.580 5.208 -2.047  -1.445
138 C 3.201 5.886 -1.742  1.509
139 N 2.286 5.900 -2.881  0.232
140 O 1.020 6.423 -2.574  -0.321
141 C 2.535 5.208 -0.512  -1.303
142 C 3.637 7.277 -1.346  -1.939
143 C 1.197 3.601 -3.310  -1.188
144 H 0.711 5.507 -5.142  0.462
145 H 1.970 4.547 -5.962  0.352
146 H 2.355 6.140 -5.291  0.534
147 H 3.493 3.150 -4.571  0.044
148 H 4.144 4.791 -4.704  0.586
149 H 5.423 3.500 -3.032  0.406
150 H 3.909 3.125 -2.162  0.285
151 H 5.253 5.829 -2.638  0.426
152 H 5.037 4.956 -1.089  0.485
153 H 3.264 5.215 0.297  0.496
154 H 1.587 5.703 -0.309  0.256
155 H 2.256 4.175 -0.736  0.136
156 H 3.893 7.849 -2.246  0.484
157 H 2.837 7.919 -0.958  0.362
158 H 4.487 7.315 -0.668  0.354
159 H 0.428 4.073 -2.696  0.365
160 H 1.763 2.956 -2.635  0.001
161 H 0.734 3.110 -4.161  0.266
162 H 0.952 7.147 -3.207  0.321
163 C -3.772 -1.401 1.408  -1.801
164 C -2.385 -0.777 1.209  2.541
165 C -1.391 -1.965 1.098  -1.668
166 C -0.021 -1.701 0.496  1.088
167 C -0.139 -0.976 -0.823  -2.156
168 C -1.031 0.273 -0.684  2.427
169 N -2.322 -0.085 -0.096  0.156
170 O -3.173 1.059 -0.103  -0.360
171 C -0.191 1.354 -0.022  -0.808
172 C -1.226 0.705 -2.154  -1.722
173 C -2.027 0.076 2.478  -1.087
174 H -4.518 -0.701 1.023  -0.062
175 H -4.075 -1.500 2.451  0.395
176 H -3.819 -2.397 0.975  0.421
177 H -1.253 -2.338 2.118  0.109
178 H -1.932 -2.781 0.613  0.472
179 H 0.614 -2.588 0.455  0.028
180 H 0.555 -1.111 1.224  -0.416
181 H -0.686 -1.724 -1.412  0.291
182 H 0.792 -0.756 -1.342  0.580
183 H -0.704 2.291 0.221  -0.385
184 H 0.184 1.006 0.944  0.068
185 H 0.678 1.727 -0.569  0.316
186 H -0.318 0.751 -2.753  0.015
187 H -1.903 0.087 -2.749  0.503
188 H -1.674 1.698 -2.059  0.350
189 H -2.473 -0.389 3.355  0.886
190 H -2.467 1.067 2.378  -0.637
191 H -0.943 0.116 2.568  -0.351
192 H -3.981 0.616 -0.389  0.377

Properties
frontier orbital gap	8.662	eV
ΔE to the lowest compared entry with this formula, charge and spin	94.36	kcal/mol
2S+1	1
net charge	0
SMILES	CC1(C)CCCC(C)(C)N1O.CC1(C)CCCC(C)(C)N1O.CC1(C)CCCC(C)(C)N1O.CC1(C)CCCC(C)(C)N1O.CC(C)O.CC(C)O.CC(C)O.CC(C)O.CC(C)O.CC(C)O
LUMO level	0.0107	Ha
HOMO level	-0.3077	Ha



[2]
Below is a cluster of 12 separate species, C54H129N3O12 in total in a non-equilibrium geometry, with properties calculated with ωB97M-V with the def2-TZVPD basis set.

Each line ends with the Mulliken charge.
Cartesian coordinates (Å):
1 C 3.427 -24.403 -13.154  -1.738
2 C 4.525 -25.038 -12.308  2.023
3 C 3.815 -25.485 -10.984  -2.157
4 C 3.029 -26.840 -11.107  1.889
5 C 4.001 -27.870 -11.672  -1.884
6 C 4.552 -27.520 -13.079  1.645
7 N 5.132 -26.182 -13.025  0.747
8 O 5.823 -25.843 -14.149  -0.303
9 C 5.625 -28.609 -13.396  -1.996
10 C 3.470 -27.638 -14.136  -0.683
11 C 5.624 -23.973 -11.949  -1.624
12 H 3.635 -24.266 -14.216  0.379
13 H 3.295 -23.395 -12.762  0.566
14 H 2.414 -24.797 -13.065  0.118
15 H 4.625 -25.721 -10.293  0.548
16 H 3.174 -24.756 -10.487  0.540
17 H 2.095 -26.657 -11.638  -0.724
18 H 2.774 -27.195 -10.108  -0.614
19 H 3.581 -28.875 -11.696  0.192
20 H 4.826 -27.933 -10.962  0.783
21 H 5.385 -29.612 -13.044  0.251
22 H 5.834 -28.622 -14.466  0.426
23 H 6.502 -28.466 -12.766  0.514
24 H 3.808 -27.252 -15.098  0.694
25 H 3.287 -28.710 -14.208  0.080
26 H 2.561 -27.125 -13.824  -0.279
27 H 5.442 -23.377 -11.055  0.347
28 H 5.713 -23.320 -12.817  0.408
29 H 6.515 -24.572 -11.759  0.431
30 H 6.730 -25.906 -13.842  0.383
31 C -0.076 -24.568 -16.202  -1.548
32 C -1.148 -25.558 -15.776  2.006
33 C -2.125 -25.022 -14.694  -0.248
34 C -3.064 -23.929 -15.180  -1.449
35 C -3.845 -24.402 -16.414  -0.946
36 C -2.935 -25.018 -17.510  1.449
37 N -1.943 -25.945 -16.917  1.030
38 O -1.276 -26.675 -17.895  -0.532
39 C -3.978 -25.742 -18.441  -1.925
40 C -2.237 -23.955 -18.361  -1.782
41 C -0.497 -26.826 -15.153  -1.601
42 H 0.659 -24.480 -15.402  0.071
43 H -0.511 -23.610 -16.483  0.424
44 H 0.491 -24.774 -17.110  0.328
45 H -2.751 -25.791 -14.243  -0.131
46 H -1.496 -24.537 -13.948  0.075
47 H -2.404 -23.121 -15.495  0.434
48 H -3.731 -23.650 -14.365  0.446
49 H -4.532 -23.656 -16.813  0.492
50 H -4.551 -25.123 -16.001  0.114
51 H -4.746 -25.080 -18.842  0.460
52 H -3.419 -26.264 -19.217  0.465
53 H -4.550 -26.497 -17.902  0.326
54 H -2.870 -23.742 -19.223  0.475
55 H -2.034 -23.012 -17.854  0.325
56 H -1.243 -24.247 -18.700  0.279
57 H -1.177 -27.677 -15.104  0.098
58 H -0.194 -26.607 -14.130  -0.132
59 H 0.313 -27.134 -15.814  0.537
60 H -1.748 -27.498 -17.746  0.359
61 C 0.823 -30.455 -3.995  -2.044
62 C 0.720 -30.520 -5.535  1.824
63 C -0.379 -29.554 -5.962  -0.560
64 C -0.065 -28.099 -5.872  -1.236
65 C 1.150 -27.703 -6.626  -0.370
66 C 2.382 -28.627 -6.326  1.502
67 N 1.993 -30.081 -6.189  1.102
68 O 3.078 -30.909 -5.878  -0.581
69 C 3.414 -28.468 -7.440  -1.965
70 C 3.094 -28.083 -5.018  -1.835
71 C 0.222 -31.936 -5.873  -1.018
72 H 1.648 -31.103 -3.699  0.480
73 H -0.071 -30.813 -3.485  0.411
74 H 0.991 -29.479 -3.540  0.280
75 H -0.550 -29.616 -7.036  -0.672
76 H -1.330 -29.695 -5.448  0.727
77 H 0.160 -27.841 -4.836  0.434
78 H -0.976 -27.590 -6.185  0.317
79 H 1.380 -26.663 -6.397  0.659
80 H 0.994 -27.692 -7.705  -0.432
81 H 3.647 -27.404 -7.454  0.399
82 H 4.345 -28.987 -7.213  0.539
83 H 3.100 -28.851 -8.411  0.233
84 H 3.955 -28.687 -4.730  0.412
85 H 3.423 -27.054 -5.159  0.428
86 H 2.481 -28.118 -4.117  0.312
87 H -0.858 -32.016 -5.750  0.359
88 H 0.778 -32.659 -5.276  0.504
89 H 0.558 -32.152 -6.887  -0.542
90 H 3.292 -31.292 -6.731  0.298
91 C -3.666 -29.035 -14.211  -0.489
92 C -5.005 -28.820 -13.500  1.089
93 C -5.541 -27.391 -13.635  -1.235
94 O -5.800 -29.716 -14.124  -0.615
95 H -3.803 -28.774 -15.260  0.334
96 H -3.296 -30.051 -14.080  0.199
97 H -2.862 -28.373 -13.887  -0.173
98 H -4.951 -29.114 -12.452  -0.376
99 H -4.867 -26.727 -13.093  0.170
100 H -6.443 -27.236 -13.042  0.453
101 H -5.647 -27.107 -14.682  0.306
102 H -5.809 -30.538 -13.629  0.405
103 C -5.079 -29.394 -8.957  -1.329
104 C -4.189 -28.168 -8.965  0.496
105 C -3.524 -27.918 -7.544  -1.074
106 O -3.183 -28.288 -10.010  0.177
107 H -4.659 -30.189 -8.340  0.138
108 H -5.403 -29.860 -9.887  0.194
109 H -5.914 -29.220 -8.279  0.548
110 H -4.873 -27.336 -9.137  0.386
111 H -3.149 -26.895 -7.533  0.342
112 H -2.700 -28.630 -7.483  -0.064
113 H -4.247 -28.112 -6.752  0.522
114 H -2.686 -29.101 -9.895  -0.262
115 C 0.388 -30.100 -10.484  0.165
116 C 0.157 -30.511 -11.892  0.901
117 C 0.323 -29.414 -12.887  -0.309
118 O 1.002 -31.611 -12.253  0.752
119 H 1.432 -29.791 -10.523  -0.418
120 H 0.243 -30.868 -9.724  -0.481
121 H -0.177 -29.237 -10.129  -0.098
122 H -0.906 -30.750 -11.933  -0.337
123 H -0.178 -28.499 -12.569  0.135
124 H 0.068 -29.619 -13.926  0.409
125 H 1.348 -29.061 -12.991  -0.373
126 H 0.915 -31.693 -13.206  -0.535
127 C -1.902 -24.865 -11.066  -1.712
128 C -0.689 -25.542 -10.295  2.476
129 C 0.144 -24.421 -9.698  -1.498
130 O -1.220 -26.363 -9.236  -0.357
131 H -2.519 -25.636 -11.527  0.262
132 H -1.604 -24.130 -11.814  0.549
133 H -2.631 -24.526 -10.330  0.431
134 H -0.157 -26.193 -10.990  -0.930
135 H 0.704 -23.864 -10.448  0.317
136 H 0.781 -25.026 -9.052  0.334
137 H -0.398 -23.729 -9.053  0.393
138 H -1.927 -26.888 -9.617  -0.081
139 C 3.210 -34.191 -14.324  -0.763
140 C 4.472 -34.391 -13.457  0.289
141 C 5.055 -33.009 -13.147  -1.059
142 O 4.062 -35.142 -12.325  -0.661
143 H 2.285 -34.696 -14.047  0.246
144 H 3.537 -34.598 -15.281  0.436
145 H 3.041 -33.141 -14.561  -0.019
146 H 5.191 -34.983 -14.022  0.409
147 H 5.481 -32.522 -14.025  0.435
148 H 5.898 -33.006 -12.456  0.390
149 H 4.228 -32.344 -12.897  -0.024
150 H 3.571 -34.604 -11.700  0.301
151 C 1.281 -35.266 -10.624  -1.629
152 C 1.501 -33.958 -9.807  2.167
153 C 1.820 -34.185 -8.311  -1.355
154 O 2.540 -33.188 -10.400  -0.715
155 H 2.026 -36.024 -10.381  0.395
156 H 1.375 -35.101 -11.697  0.289
157 H 0.255 -35.610 -10.489  0.325
158 H 0.582 -33.383 -9.917  -0.614
159 H 2.101 -33.276 -7.779  0.062
160 H 2.709 -34.814 -8.282  0.479
161 H 1.015 -34.721 -7.807  0.347
162 H 2.121 -32.678 -11.097  0.100
163 C 3.113 -30.289 -18.772  -1.555
164 C 2.694 -29.964 -17.377  0.986
165 C 1.257 -29.571 -17.319  -0.488
166 O 2.961 -31.103 -16.634  -0.425
167 H 3.059 -29.435 -19.447  0.386
168 H 2.499 -31.083 -19.195  0.342
169 H 4.107 -30.734 -18.803  0.450
170 H 3.346 -29.199 -16.956  -0.232
171 H 0.632 -30.432 -17.556  0.120
172 H 1.041 -28.669 -17.892  0.656
173 H 1.061 -29.281 -16.287  -0.426
174 H 3.900 -31.276 -16.735  0.250
175 C 0.487 -33.660 -16.680  -1.364
176 C -0.073 -32.660 -15.673  1.232
177 C -1.015 -33.358 -14.678  -1.577
178 O 0.892 -32.032 -14.950  0.568
179 H -0.253 -34.397 -16.992  0.496
180 H 1.336 -34.275 -16.378  0.161
181 H 0.731 -33.195 -17.634  0.273
182 H -0.729 -31.954 -16.181  0.261
183 H -1.269 -32.631 -13.905  0.186
184 H -0.481 -34.188 -14.215  0.285
185 H -1.898 -33.791 -15.149  0.525
186 H 1.561 -31.825 -15.607  -0.799
187 C -2.323 -31.789 -8.353  0.452
188 C -3.265 -32.986 -8.612  0.282
189 C -2.694 -33.961 -9.625  -1.318
190 O -3.374 -33.637 -7.404  -0.598
191 H -1.273 -32.072 -8.281  -0.527
192 H -2.544 -31.256 -7.428  0.285
193 H -2.449 -31.136 -9.216  -0.225
194 H -4.247 -32.601 -8.887  0.364
195 H -1.819 -34.533 -9.314  0.330
196 H -2.186 -33.460 -10.449  0.103
197 H -3.452 -34.636 -10.021  0.388
198 H -4.024 -33.212 -6.839  0.361

Properties
frontier orbital gap (alpha / beta)	7.161 / 3.127	eV
2S+1	2
net charge	+1
LUMO level (alpha / beta)	-0.0943 / -0.2426	Ha
HOMO level (alpha / beta)	-0.3575 / -0.3575	Ha



> Which formula does entry 1 have?

C54H124N4O10



> Among the records above, which one has the highest net charge?

C54H129N3O12